1.
Computed, not measured: a molecular structure, C65H148N7O12 at a distorted geometry, with ωB97M-V/def2-TZVPD.

Its energy relative to the best compared isomer or geometry (same formula, charge and spin) is 1.4491 eV. As for the lowest unoccupied orbital energy: -0.225 Eh. As for the strongest force on any atom: 5.675 eV/A. As for the gap between HOMO and LUMO: 1.639 eV.

Geometry as ORCA input:
```
! RIJCOSX wB97M-V def2-TZVPD def2/J DEFGRID3
* xyz 3 1
C -5.28297 -5.89074 -2.27617
C -3.77024 -6.09651 -2.01291
C -2.98934 -5.42529 -3.11103
O -1.56896 -5.39972 -3.00126
C -1.04891 -6.72321 -2.89517
N -3.12929 -5.70614 -0.71782
H -2.93088 -4.71943 -0.80494
H -3.75684 -5.89035 0.11953
H -1.52892 -6.31794 0.63667
H -5.56231 -4.87018 -2.49125
H -5.85542 -6.22359 -1.42432
H -5.51089 -6.50132 -3.12114
H -3.63429 -7.15014 -2.02769
H -3.16136 -4.41011 -3.31595
H -3.20769 -5.86891 -4.11705
H -1.37458 -7.24581 -1.98189
H 0.08173 -6.67635 -2.90550
H -1.31255 -7.31192 -3.77863
C -2.57651 5.69595 1.19918
C -4.09285 5.94681 1.53041
C -4.84064 5.30826 0.28403
O -6.13755 5.65295 0.11878
C -6.77173 5.05284 -1.02293
N -4.51361 5.59240 2.88334
H -0.42618 0.25979 -4.42608
H -5.51441 5.81157 3.09464
H -4.44512 4.56061 2.97230
H -1.85672 6.31377 1.70910
H -2.52612 5.68919 0.08626
H -2.24660 4.65216 1.43604
H -4.27017 7.02714 1.41874
H -4.79606 4.17538 0.20603
H -4.28956 5.54344 -0.67967
H -6.32656 4.08647 -1.27190
H -6.69937 5.76934 -1.85959
H -7.86977 4.97274 -0.86748
C -4.21147 7.27880 6.43844
C -3.34355 6.24357 5.69735
C -2.13850 6.88722 4.96062
C -1.29443 7.52085 6.01232
N -0.12175 8.40181 5.41763
C 0.64710 8.99514 6.58516
C -0.15588 10.23508 6.90308
C -0.49105 10.85403 5.60923
C -0.68594 9.62372 4.67452
C 0.72786 7.66275 4.36829
C 1.36975 6.33918 4.74518
C 2.33963 5.92753 3.59775
H -5.06075 6.79270 6.85186
H -4.59131 7.92932 5.59883
H -3.82294 7.91956 7.19397
H -3.98158 5.73540 4.97620
H -2.91726 5.52164 6.37497
H -2.46380 7.55857 4.15367
H -1.56227 6.12657 4.39820
H -0.80553 6.68855 6.57646
H -1.97422 8.08757 6.63595
H 1.64631 9.28604 6.16027
H 0.82038 8.30476 7.38563
H 0.36026 10.80775 7.59826
H -1.08254 9.92896 7.42105
H 0.39553 11.33522 5.23547
H -1.28754 11.55120 5.63653
H -0.23161 9.78567 3.71678
H -1.74565 9.56975 4.41867
H 1.48522 8.42368 4.15719
H 0.06959 7.44746 3.49998
H 0.65094 5.51478 4.69288
H 1.94958 6.32891 5.64065
H 3.21707 6.49786 3.68532
H 1.79362 6.08860 2.68450
H 2.52023 4.82416 3.62837
C -0.26563 1.03869 -13.82415
C 0.75119 1.25303 -12.63060
C 0.22588 0.94038 -11.28951
C 1.39862 1.23212 -10.34895
N 1.30876 1.00078 -8.85725
C 0.22308 1.95842 -8.27499
C 1.02799 3.21131 -7.95695
C 2.43956 2.74423 -7.52698
C 2.66830 1.40358 -8.16240
C 0.89057 -0.42898 -8.58775
C 1.86662 -1.53271 -8.80401
C 1.18080 -2.87604 -9.15371
H -0.68692 0.04695 -13.74645
H 0.05262 1.24722 -14.84219
H -1.10367 1.73096 -13.64045
H 1.07730 2.27712 -12.62713
H 1.66966 0.71006 -12.78470
H -0.13669 -0.08414 -11.17411
H -0.64288 1.61661 -10.98557
H 1.53905 2.31690 -10.42351
H 2.25166 0.63993 -10.82017
H -0.20043 1.54555 -7.34222
H -0.61502 2.00782 -9.03946
H 0.60049 3.78432 -7.15182
H 1.21042 3.88062 -8.84132
H 2.39743 2.66779 -6.45641
H 3.25450 3.38532 -7.83376
H 2.78899 0.67442 -7.38904
H 3.41349 1.48534 -8.95809
H -0.12165 -0.53969 -9.09659
H 0.75958 -0.32440 -7.48414
H 2.46276 -1.68434 -7.92176
H 2.63749 -1.29887 -9.55495
H 0.80387 -2.83188 -10.17650
H 0.31009 -3.19284 -8.50895
H 1.95270 -3.65915 -9.11553
C -4.04167 -0.97537 -0.43429
C -3.21771 -2.25737 -0.33609
C -1.74656 -1.96583 0.14736
C -0.76498 -3.06505 -0.17215
N 0.71438 -2.77114 0.02950
C 1.20480 -2.20691 -1.30655
C 1.63896 -3.33437 -2.20896
C 1.39060 -4.66300 -1.42340
C 1.43840 -4.18385 -0.00359
C 1.05865 -2.03448 1.30251
C 2.12823 -0.93301 1.35531
C 2.35852 -0.77713 2.89350
H -3.67374 -0.28793 0.28075
H -5.08760 -1.20283 -0.19277
H -4.08246 -0.55627 -1.45407
H -3.15836 -2.82920 -1.27594
H -3.79917 -2.93791 0.32845
H -1.70317 -1.58420 1.17223
H -1.46155 -1.14147 -0.46632
H -0.87296 -3.23102 -1.19921
H -0.96027 -3.97774 0.36123
H 2.10664 -1.65040 -1.10528
H 0.47183 -1.42544 -1.61049
H 2.71183 -3.32866 -2.34311
H 1.20318 -3.35116 -3.20441
H 2.20369 -5.28775 -1.70144
H 0.48693 -5.19917 -1.66422
H 2.45508 -3.93858 0.24344
H 1.01228 -4.87220 0.69118
H 1.41937 -2.84633 1.97953
H 0.09844 -1.77447 1.79975
H 1.57058 -0.07726 1.02398
H 2.95568 -1.17294 0.76241
H 3.13701 -0.05450 2.98653
H 2.79261 -1.66784 3.33365
H 1.40607 -0.47188 3.35361
C -5.73716 -4.26646 14.58760
C -4.41052 -4.25582 13.79938
N -4.43754 -4.23591 12.35068
C -4.90153 -5.48199 11.57414
C -7.70432 -0.36789 11.35465
C -7.69918 0.45482 12.42266
C -4.12887 -3.16546 11.69459
C 1.65766 -3.79477 16.40121
O 0.83732 -3.53794 15.48986
C 0.96909 -4.17072 14.24151
H -5.36529 -4.17726 15.61392
H -6.45172 -5.04336 14.36600
H -6.22605 -3.37564 14.28866
H -3.85387 -5.19222 13.98930
H -3.81585 -3.39556 14.17780
H -4.39789 -5.57682 10.61080
H -5.97030 -5.28311 11.46438
H -4.81174 -6.40201 12.15409
H -7.28559 -1.34142 11.50032
H -8.00148 -0.13325 10.36901
H -8.74028 -0.14650 12.11002
H -8.13254 1.46113 12.37873
H -7.24834 0.09435 13.33438
H -3.74419 -2.34439 12.21215
H -4.21820 -3.13440 10.63335
H 1.76264 -2.97791 17.14458
H 2.26700 -4.72475 16.40369
H 0.97121 -5.31466 14.23651
H 1.93963 -3.96838 13.84224
H 0.15064 -3.72928 13.55257
C 8.27424 -0.20713 -7.13050
C 6.74742 -0.35153 -6.77963
N 6.51560 -0.48288 -5.29287
C 7.67546 -1.10090 -4.56729
C 6.27932 0.91922 -4.83945
C 6.05144 1.07375 -3.37654
C 5.18933 -1.17292 -5.19259
C 5.16901 -2.64648 -5.58715
O 4.84809 -2.93554 -6.92574
C 5.10449 -4.29478 -7.18992
H 8.38076 0.14672 -8.11215
H 8.78028 -1.24895 -7.01448
H 8.74616 0.46583 -6.45954
H 6.33035 -1.19160 -7.30428
H 6.10178 0.46519 -7.11116
H 8.00021 -1.97077 -5.14016
H 7.32903 -1.43449 -3.63177
H 8.59326 -0.47360 -4.47746
H 5.39371 1.28319 -5.49012
H 7.14113 1.51195 -5.02389
H 6.43925 2.10530 -3.06997
H 6.64553 0.30717 -2.75995
H 4.98235 1.00199 -3.08034
H 4.51592 -0.55746 -5.80927
H 4.89823 -1.10423 -4.17749
H 4.51133 -3.11332 -4.88922
H 6.15162 -3.04642 -5.31650
H 4.67322 -4.56496 -8.16837
H 4.55457 -4.88226 -6.43110
H 6.16833 -4.44978 -7.15507
C 1.79344 0.25509 -3.34338
C 1.83538 0.62964 -4.80124
O 2.89498 0.61510 -5.36062
O 0.74289 1.02325 -5.35747
H 2.75404 -0.23314 -3.12521
H 0.99992 -0.35050 -3.03314
H 1.85811 1.21147 -2.81495
C 6.39509 -2.89374 -0.39634
C 5.48714 -2.60430 -1.54400
O 5.95102 -2.50923 -2.74657
O 4.22791 -2.52068 -1.31780
H 6.32096 -2.03796 0.29189
H 7.43885 -3.12824 -0.80321
H 6.00895 -3.70805 0.17000
C -0.76602 -7.23680 3.74492
C -1.25570 -7.33940 2.36775
O -1.84751 -8.34992 2.03832
O -1.01030 -6.31614 1.50801
H 0.02469 -7.97189 3.75444
H -1.53020 -7.61220 4.40561
H -0.31888 -6.28772 4.01493
C -0.29255 -2.28923 -4.71633
C -1.05118 -1.48248 -3.68135
O -1.69672 -1.97550 -2.85705
O -1.09944 -0.15275 -3.71596
H -0.26109 -3.33174 -4.40713
H 0.70279 -1.87713 -4.93854
H -0.83515 -2.06774 -5.65686
*
```

Atomic partial charges in e from the Mulliken method, atoms 1 to 4:
1. C -1.738
2. C 0.212
3. C -1.212
4. O 0.184

---

2.
Computed, not measured: C5H8O in the gas phase, with ωB97M-V/def2-TZVPD.

Its energy relative to the best compared isomer or geometry (same formula, charge and spin) is 4.3730 eV. As for the lowest unoccupied orbital energy: -0.001 Eh. As for the strongest force on any atom: 0.721 eV/A. As for the gap between HOMO and LUMO: 10.040 eV.

Geometry as ORCA input:
```
! RIJCOSX wB97M-V def2-TZVPD def2/J DEFGRID3
* xyz 0 1
C 0.67182 1.75140 1.00853
O -0.37123 0.80194 1.01804
C -0.77271 0.43782 -0.27246
C 0.94239 -0.17491 -1.68103
C 0.09593 -0.70116 -0.84638
C -0.14887 -2.10591 -0.37688
H 0.33933 2.69541 0.55056
H 0.95112 1.93751 2.04735
H 1.54392 1.38202 0.45009
H -1.79456 0.05082 -0.19875
H -0.78759 1.30951 -0.94103
H -1.13343 -2.44565 -0.72034
H 0.60458 -2.80096 -0.75504
H -0.14070 -2.13782 0.71734
*
```

Atomic partial charges in e from the Mulliken method, atoms 1 to 4:
1. C -0.622
2. O -0.339
3. C -0.675
4. C -0.586

---

3.
Computed, not measured: a molecular structure, C21H27NO2P2Tl at a distorted geometry, with ωB97M-V/def2-TZVPD.

As for the lowest unoccupied orbital energy: -0.163 Eh. As for the strongest force on any atom: 2.440 eV/A. As for the gap between HOMO and LUMO: 6.314 eV.

Geometry as ORCA input:
```
! RIJCOSX wB97M-V def2-TZVPD def2/J DEFGRID3
* xyz 1 1
C 2.39543 -0.04265 -3.49589
C 1.84989 0.49711 -2.33729
C 0.44627 0.79765 -2.29775
C -0.37620 0.51287 -3.45539
C 0.23465 -0.07608 -4.59529
C 1.59029 -0.35976 -4.60427
C -1.74841 0.77686 -3.35953
C -2.30815 1.32678 -2.20010
C -1.41831 1.59859 -1.09006
C -1.95388 2.13276 0.13019
C -3.31950 2.36068 0.22873
C -4.19093 2.05703 -0.83396
C -3.69784 1.56692 -2.03345
H 3.46816 -0.24732 -3.51977
H -0.39615 -0.30669 -5.45814
H 2.05749 -0.83023 -5.47217
H -2.39175 0.54772 -4.21070
H -3.70841 2.76599 1.16544
H -5.25992 2.22170 -0.69905
H -4.36172 1.34570 -2.87260
N -0.11518 1.24926 -1.15577
Tl -0.46911 -1.72369 0.48241
C 2.67976 0.70050 -1.08992
H 2.40899 1.64280 -0.59311
H 3.75507 0.68638 -1.32058
C -1.01813 2.34401 1.29948
H -0.08530 2.81651 0.96140
H -1.48387 2.95635 2.08783
P 2.36499 -0.67600 0.12519
P -0.56400 0.71237 2.06241
C -2.09003 0.45324 3.04184
H -1.95882 -0.43852 3.66878
H -2.25263 1.33754 3.67730
H -2.95369 0.31829 2.37906
C 0.55094 1.29293 3.39069
H 0.05695 2.08356 3.97620
H 0.77983 0.44283 4.04814
H 1.48169 1.68009 2.95427
C 3.28845 -1.98793 -0.76674
H 4.28968 -1.62155 -1.03605
H 3.37993 -2.86492 -0.11345
H 2.74633 -2.28653 -1.67166
C 3.64171 -0.26196 1.37881
H 3.67311 -1.07161 2.12158
H 4.62773 -0.15939 0.90289
H 3.36494 0.67020 1.88779
C -2.56037 -2.80734 1.92543
O -2.91900 -3.80099 2.38147
H -1.22828 -1.58586 -1.13340
C -0.06002 -3.81342 3.03488
O -0.58843 -2.54204 2.67157
H -0.66050 -4.32513 3.80876
H 0.92764 -3.59164 3.45939
H 0.07863 -4.47398 2.16414
*
```

Atomic partial charges in e from the Mulliken method, atoms 1 to 4:
1. C -0.408
2. C 0.122
3. C -0.100
4. C 1.017

---

4.
Computed, not measured: a molecular structure, C38H39ClN8PtSe2Si, with ωB97M-V/def2-TZVPD.

Its energy relative to the best compared isomer or geometry (same formula, charge and spin) is 0.6660 eV. As for the lowest unoccupied orbital energy: -0.238 Eh. As for the strongest force on any atom: 0.519 eV/A. As for the gap between HOMO and LUMO: 6.539 eV.

Geometry as ORCA input:
```
! RIJCOSX wB97M-V def2-TZVPD def2/J DEFGRID3
* xyz 2 1
Pt -0.68767 -1.10199 -0.53068
C 0.45194 1.25320 -5.87926
C -0.81210 0.74530 -5.60720
C -1.26680 0.68086 -4.29987
C -0.48491 1.10972 -3.21785
C 0.77131 1.63793 -3.52629
C 1.24031 1.70486 -4.83325
Si -1.19977 0.98990 -1.46686
C -0.54132 2.44921 -0.45298
C 0.81113 2.77408 -0.29510
C 1.22408 3.90791 0.39144
C 0.28224 4.75874 0.95422
C -1.06623 4.46313 0.81702
C -1.46749 3.32987 0.12079
C -3.05020 1.20594 -1.63784
C -3.97776 0.45288 -0.91339
C -5.34441 0.66462 -1.04305
C -5.81037 1.64691 -1.90389
C -4.90807 2.41191 -2.63219
C -3.54616 2.18963 -2.50265
H 0.80757 1.31784 -6.89922
H -1.45207 0.41925 -6.41791
H -2.27534 0.32088 -4.12706
H 1.41092 2.02975 -2.74701
H 2.21657 2.12785 -5.03325
H 1.58093 2.16352 -0.75834
H 2.27822 4.15464 0.45344
H 0.59599 5.65703 1.47021
H -1.81124 5.12710 1.23672
H -2.52778 3.12977 0.01988
H -3.63648 -0.31571 -0.23014
H -6.04285 0.06610 -0.47241
H -6.87406 1.81600 -2.00914
H -5.26776 3.18029 -3.30417
H -2.85924 2.79499 -3.08445
Se 2.73265 -3.74052 2.62944
N 2.04963 -5.31622 2.22384
C 1.07363 -5.10338 1.36647
C 0.25515 -6.13108 0.79658
C -0.71631 -5.73936 -0.05397
C -0.88438 -4.34558 -0.35652
N -0.16742 -3.36930 0.12167
C 0.82789 -3.72837 1.00522
N 1.60827 -2.83929 1.58178
H 0.43683 -7.16530 1.05593
H -1.38160 -6.44674 -0.52844
H -1.67649 -4.06722 -1.04490
C -0.15056 2.11778 3.13549
N 0.18772 0.77083 3.58015
C -0.32688 -0.36925 3.10420
Se -1.57800 -0.62457 1.70268
N 0.11203 -1.37378 3.87966
C 0.94538 -0.88811 4.87798
C 1.64158 -1.50836 5.90935
C 2.38310 -0.68317 6.73243
C 2.42330 0.70726 6.54372
C 1.72726 1.32130 5.52018
C 0.99458 0.48713 4.68314
H -0.65250 2.04854 2.17486
H 0.76021 2.70062 3.02871
H -0.81374 2.58417 3.86290
H -0.18555 -2.32460 3.73545
H 1.59325 -2.57613 6.07640
H 2.93552 -1.11667 7.55481
H 3.00098 1.31241 7.22884
H 1.73552 2.39526 5.39250
Cl -3.74051 -2.96782 -4.77046
C -2.15346 -2.70856 -4.16842
C -1.03743 -3.08308 -4.89969
C 0.21124 -2.81767 -4.36392
C 0.30467 -2.20112 -3.13160
N -0.78100 -1.84590 -2.43130
C -1.99704 -2.08805 -2.94220
H -1.15065 -3.55737 -5.86505
H 1.11362 -3.07762 -4.89860
H 1.26120 -1.96252 -2.69035
H -2.85600 -1.75715 -2.37229
N 3.40746 1.71812 2.35651
C 4.14325 1.40148 1.13684
C 3.65014 0.06433 0.58067
N 2.17293 -0.02992 0.79231
H 3.31075 2.71829 2.47021
H 3.87280 1.36406 3.18402
H 1.94417 0.65666 1.53245
H 5.22269 1.33374 1.28236
H 3.96838 2.18659 0.40242
H 4.11310 -0.78385 1.08317
H 3.85811 -0.02193 -0.48349
H 1.88205 -0.99322 1.07959
H 1.62735 0.20028 -0.04197
*
```

Atomic partial charges in e from the Mulliken method, atoms 1 to 4:
1. Pt 1.537
2. C -0.732
3. C -0.778
4. C -0.456

---

5.
Computed, not measured: 2 unconnected molecules or ions with the total composition C3H3NOS at a distorted geometry, with ωB97M-V/def2-TZVPD.

Its energy relative to the best compared isomer or geometry (same formula, charge and spin) is 3.1416 eV. As for the lowest unoccupied orbital energy: -0.047 Eh. As for the strongest force on any atom: 6.951 eV/A. As for the gap between HOMO and LUMO: 7.881 eV.

Geometry as ORCA input:
```
! RIJCOSX wB97M-V def2-TZVPD def2/J DEFGRID3
* xyz 0 1
C 3.23600 -0.43083 0.21580
C 2.12433 0.19106 -0.30607
C 0.38490 -0.83914 0.38327
N 3.92578 -1.05935 0.91883
O 1.72901 1.12871 -0.95681
S -0.79206 -0.67724 -0.99094
H 0.88238 -1.87962 0.56736
H 0.04830 -0.32611 1.27372
H -0.25882 0.54800 -1.27021
*
```

Atomic partial charges in e from the Mulliken method, atoms 1 to 4:
1. C 0.057
2. C 0.692
3. C -0.647
4. N -0.320